{"formula": "C31H46BrEuN3OP2", "method": "ωB97M-V/def2-TZVPD", "species": ["N", "C", "C", "C", "C", "C", "C", "Eu", "P", "C", "C", "C", "C", "C", "C", "C", "Br", "H", "H", "H", "H", "H", "H", "H", "H", "H", "H", "P", "C", "C", "H", "H", "H", "H", "H", "C", "C", "H", "H", "H", "H", "H", "C", "C", "H", "H", "H", "H", "H", "C", "C", "H", "H", "H", "H", "H", "C", "C", "H", "H", "H", "H", "H", "C", "C", "H", "H", "H", "H", "H", "N", "C", "O", "C", "C", "C", "C", "N", "C", "H", "H", "H", "H", "H", "H"], "coordinates": [[-1.017, -4.496, 4.076], [-1.726, -4.450, 2.930], [-1.152, -4.207, 1.676], [0.263, -4.043, 1.568], [0.998, -4.064, 2.773], [0.318, -4.329, 3.984], [0.914, -3.836, 0.287], [0.183, -0.514, -0.488], [0.553, 2.157, -1.572], [2.168, -3.322, 0.055], [2.459, -2.509, -1.124], [3.659, -1.745, -1.226], [3.897, -0.859, -2.277], [2.911, -0.674, -3.235], [1.756, -1.437, -3.262], [1.504, -2.314, -2.172], [3.314, 0.636, -4.687], [0.298, -4.128, -0.582], [2.973, -3.391, 0.788], [-1.820, -4.182, 0.811], [2.085, -3.952, 2.778], [-2.800, -4.645, 3.024], [0.887, -4.435, 4.927], [4.435, -1.859, -0.474], [0.596, -2.918, -2.174], [4.825, -0.302, -2.395], [1.103, -1.389, -4.129], [0.521, 0.812, 2.507], [-0.307, 1.424, -3.039], [0.166, 1.815, -4.433], [-1.377, 1.666, -2.911], [-0.233, 0.314, -2.987], [-0.513, 1.379, -5.176], [0.226, 2.894, -4.621], [1.148, 1.364, -4.643], [2.306, 2.407, -2.041], [2.777, 3.664, -2.763], [2.464, 1.547, -2.710], [2.918, 2.206, -1.139], [3.845, 3.497, -2.955], [2.286, 3.786, -3.742], [2.682, 4.583, -2.164], [-0.117, 3.803, -1.243], [-0.624, 4.578, -2.448], [0.699, 4.343, -0.726], [-0.934, 3.642, -0.515], [-1.057, 5.498, -2.043], [0.179, 4.869, -3.143], [-1.416, 4.047, -2.989], [-0.534, 2.033, 3.425], [-1.040, 3.200, 2.588], [0.053, 2.400, 4.293], [-1.382, 1.465, 3.847], [-1.631, 3.866, 3.228], [-0.218, 3.780, 2.156], [-1.699, 2.857, 1.781], [2.075, 1.812, 2.470], [3.298, 1.050, 1.974], [2.243, 2.201, 3.493], [1.872, 2.687, 1.833], [4.171, 1.715, 1.986], [3.522, 0.186, 2.609], [3.180, 0.699, 0.939], [0.933, -0.267, 3.958], [-0.260, -0.967, 4.597], [1.470, 0.348, 4.709], [1.662, -1.008, 3.586], [0.095, -1.646, 5.381], [-0.960, -0.260, 5.056], [-0.794, -1.582, 3.863], [-5.883, -3.207, -1.334], [-4.561, -2.976, -1.048], [-3.754, -3.900, -0.912], [-4.172, -1.549, -0.839], [-5.089, -0.478, -0.710], [-4.599, 0.794, -0.401], [-3.207, 0.955, -0.230], [-2.349, -0.080, -0.348], [-2.802, -1.304, -0.694], [-6.161, -4.156, -1.566], [-6.486, -2.454, -1.640], [-6.166, -0.643, -0.850], [-5.251, 1.667, -0.300], [-2.749, 1.927, -0.015], [-2.051, -2.097, -0.841]], "e_homo_ha": [-0.5016, -0.5031], "largest_force_ha_per_bohr": 0.0395, "spin_multiplicity": 8, "gap_ha": [0.269, 0.271], "charge": 2}